Record 1
This record from the OMol25 dataset describes a single C10H12N6O3 molecule at a distorted geometry. The level of theory is wB97M-V/def2-TZVPD.

Last column: Löwdin charge in e.
CARTESIAN COORDINATES (ANGSTROEM)
C 2.178756 1.802555 -1.165085  -0.023
C 2.765514 0.659632 -0.427577  -0.277
N 4.069103 0.494929 -0.285927  0.121
N 4.252883 -0.599873 0.445983  -0.222
C 5.575724 -1.041930 0.776499  -0.026
C 3.082154 -1.169789 0.792995  -0.005
C 2.087125 -0.384829 0.243166  -0.179
N 0.702658 -0.576254 0.366237  0.149
C -0.174995 -0.448420 -0.650763  -0.437
O 0.102766 -0.252638 -1.810636  0.106
C -1.607804 -0.564762 -0.214727  -0.128
N -2.313909 -1.671172 -0.306049  0.160
N -3.567899 -1.369501 0.034469  -0.191
C -4.576252 -2.390048 0.027195  -0.006
C -3.710197 -0.079382 0.346127  0.041
C -2.452326 0.494988 0.204393  -0.093
N -2.095642 1.835411 0.452320  -0.357
O -2.995844 2.620465 0.676195  0.088
O -0.912322 2.112386 0.447075  0.094
H 1.407786 2.279124 -0.561342  0.067
H 1.706268 1.446826 -2.079927  0.073
H 2.958213 2.517809 -1.409272  0.078
H 5.760546 -2.041800 0.378621  0.088
H 6.275452 -0.339911 0.328584  0.088
H 5.719878 -1.057458 1.858866  0.087
H 3.032849 -2.057680 1.390834  0.123
H 0.358942 -0.840779 1.277851  0.157
H -4.983487 -2.535352 1.028816  0.094
H -5.385865 -2.121329 -0.651969  0.095
H -4.106960 -3.310571 -0.312930  0.094
H -4.638499 0.362487 0.645202  0.141

Forces on atoms 1 to 3 (eV/Å):
0.0104 0.0083 -0.1390
-0.1314 -0.3158 0.2900
0.3558 0.5317 -0.3994

The orbital gap comes out at 0.302 Ha. For the HOMO energy, the calculation gives -8.507 eV. As for the spin multiplicity: 1. The value obtained for the largest force on an atom is 1.63 eV/Å. As for the SMILES: Cc1nn(C)cc1NC(=O)c1nn(C)cc1[N+](=O)[O-].


Record 2
This record from the OMol25 dataset describes a single C5H10N2 molecule at a distorted geometry. The level of theory is wB97M-V/def2-TZVPD.

Last column: Löwdin charge in e.
CARTESIAN COORDINATES (ANGSTROEM)
C -0.288341 0.986355 0.933948  -0.057
C -0.644335 -0.153961 0.025623  -0.472
C 0.536372 0.720326 -0.338594  -0.270
C -0.357866 -1.644215 0.133671  -0.028
C 2.031500 0.517784 -0.254028  -0.096
N -2.016980 0.078419 -0.480736  -0.201
N -2.965222 0.198722 0.201738  0.075
H -0.973519 1.818663 1.051294  0.095
H 0.174427 0.858791 1.916517  0.108
H 0.464326 -1.747101 0.833833  0.072
H -0.131647 -2.022930 -0.882959  0.081
H -1.393406 -2.166216 0.521887  0.130
H 2.376778 -0.372651 -0.845160  0.070
H 2.603608 0.268739 0.769686  0.124
H 2.565410 1.306059 -0.798427  0.065
H -2.228325 0.014195 -1.561518  0.166
H 0.247214 1.339021 -1.226769  0.141

Forces on atoms 1 to 3 (eV/Å):
0.7671 -0.3048 0.4248
1.2587 -0.6059 0.8799
-1.5937 2.3007 -0.3712

The orbital gap comes out at 0.323 Ha. For the HOMO energy, the calculation gives -7.859 eV. As for the spin multiplicity: 1. The value obtained for the largest force on an atom is 4.07 eV/Å. The relative energy (zero: lowest compared OMol25 entry of this formula, charge and spin) is 423.80 kJ/mol.


Record 3
This record from the OMol25 dataset describes 3 unconnected molecules or ions with the total composition C28H54BF2N4O5 at a distorted geometry. The level of theory is wB97M-V/def2-TZVPD.

Last column: Löwdin charge in e.
CARTESIAN COORDINATES (ANGSTROEM)
C 4.763970 4.288343 3.030542  -0.033
C 4.143972 3.722241 1.695905  -0.388
O 2.950766 4.435009 1.329567  -0.044
C 3.881596 2.163374 1.738064  -0.069
C 2.846745 1.679960 0.696668  -0.023
C 2.915931 2.073702 -0.743549  0.044
C 4.077634 2.986492 -1.300576  -0.435
O 3.770641 4.070175 -1.703989  0.162
O 5.377657 2.530980 -1.306681  0.024
C 5.449624 1.115613 -1.635669  -0.218
N 5.448800 0.257785 -0.447422  0.046
C 1.920328 1.647686 -1.728015  -0.028
C 1.976655 2.104701 -3.256467  0.010
C 0.989251 3.358895 -3.410839  -0.405
O 0.692490 3.766395 -4.503470  0.144
N 0.455342 3.943787 -2.212231  -0.202
C 0.770548 5.384383 -2.083861  -0.065
C -0.973715 3.642976 -2.009394  -0.062
C 0.830442 0.761195 -1.230472  -0.022
C -0.225231 0.285029 -2.328972  -0.042
C 0.375586 -0.851785 -3.303349  -0.152
F -0.144192 -2.141045 -3.076301  -0.056
N 0.780162 0.397141 0.118026  0.041
F -0.254995 -0.400977 0.488141  0.082
C 1.705440 0.827451 1.070737  0.075
B 1.421730 0.321083 2.591255  -0.484
N 1.086910 -1.058121 2.972933  0.169
O 1.492171 1.277583 3.616796  0.130
H 4.552235 5.390754 3.121246  0.093
H 4.386630 3.767591 3.946549  0.083
H 5.889410 4.203711 3.029161  0.092
H 4.930648 3.886842 0.900318  0.134
H 3.215178 5.250723 0.869102  0.107
H 4.856281 1.652273 1.496642  0.127
H 3.639711 1.894894 2.795322  0.115
H 6.451745 0.975467 -2.127255  0.148
H 4.666006 0.806336 -2.381587  0.133
H 4.554941 -0.221533 -0.340803  0.073
H 6.230237 -0.393007 -0.446197  0.091
H 2.988147 2.476548 -3.551844  0.132
H 1.702111 1.277276 -3.951806  0.112
H 0.474738 5.685320 -1.036072  0.101
H 1.858591 5.621509 -2.172646  0.086
H 0.133684 5.997268 -2.774204  0.100
H -1.469229 4.562918 -1.600264  0.105
H -1.497944 3.262082 -2.929831  0.108
H -1.014908 2.887845 -1.167530  0.064
H -0.452025 1.148223 -3.011500  0.104
H -1.146440 -0.094415 -1.824968  0.122
H 1.492853 -0.882595 -3.275167  0.120
H 0.073900 -0.563612 -4.349027  0.133
H 0.100216 -1.048461 3.250307  0.096
H 1.250778 -1.669846 2.171791  0.070
H 1.131551 0.896431 4.441774  0.124
C -6.401231 -0.587354 3.048138  -0.106
C -5.181096 -0.930323 2.202069  -0.269
C -3.889072 -0.297094 2.719032  -0.234
C -3.867811 1.233974 2.724439  -0.222
C -4.116946 1.894260 1.367875  -0.254
C -3.058042 1.549666 0.329791  -0.127
H -6.608188 0.484554 3.043119  0.068
H -7.285376 -1.095028 2.657714  0.074
H -6.259763 -0.906714 4.083242  0.078
H -5.360736 -0.639955 1.162543  0.099
H -5.054924 -2.017431 2.198719  0.106
H -3.050404 -0.671264 2.119654  0.085
H -3.706513 -0.647709 3.740807  0.110
H -2.894989 1.564924 3.106594  0.105
H -4.610134 1.606320 3.436331  0.106
H -4.127123 2.978924 1.508654  0.110
H -5.105639 1.625857 0.986914  0.106
H -2.058933 1.848362 0.663403  0.059
H -3.266863 2.071879 -0.607546  0.069
H -3.042547 0.478941 0.109288  0.062
C -0.734284 -3.645335 -0.182821  -0.122
C -1.252732 -4.882373 0.540333  -0.264
C -0.549188 -6.170392 0.113466  -0.226
C -0.721053 -6.549903 -1.359360  -0.227
C -2.168264 -6.714825 -1.825665  -0.271
C -2.910206 -7.834879 -1.106253  -0.110
H -0.911449 -3.699826 -1.257528  0.054
H -1.242925 -2.749792 0.185783  0.050
H 0.339893 -3.517980 -0.015300  0.072
H -2.332889 -4.968459 0.392936  0.102
H -1.100532 -4.746323 1.616116  0.104
H -0.905110 -6.990022 0.744632  0.104
H 0.522321 -6.075697 0.322500  0.109
H -0.181691 -7.485585 -1.539766  0.112
H -0.233580 -5.798002 -1.989108  0.099
H -2.162018 -6.934095 -2.897359  0.106
H -2.717100 -5.775595 -1.708119  0.097
H -2.401788 -8.791669 -1.247045  0.078
H -3.923323 -7.931552 -1.502671  0.072
H -2.993059 -7.643078 -0.034438  0.066

Forces on atoms 1 to 3 (eV/Å):
0.3811 -0.0222 -0.0199
1.0832 0.4452 -0.3008
0.4038 -0.3541 -0.0258

The orbital gap comes out at 0.264 Ha. For the HOMO energy, the calculation gives -11.653 eV. As for the spin multiplicity: 1. Its net charge is +1. The value obtained for the largest force on an atom is 3.89 eV/Å. The relative energy (zero: lowest compared OMol25 entry of this formula, charge and spin) is 245.65 kJ/mol.